1.
{"formula": "C4H16O3S", "method": "wB97M-V/def2-TZVPD", "elements": ["C", "C", "C", "S", "C", "H", "H", "H", "H", "H", "H", "H", "H", "H", "H", "H", "H", "O", "H", "H", "O", "H", "H", "O"], "xyz": [[-1.227, 1.729, -0.574], [-0.398, 2.043, -1.862], [0.150, 0.707, -2.565], [0.564, -0.776, -1.368], [-1.283, -1.261, -1.139], [-0.454, 1.275, 0.121], [-2.067, 1.123, -1.011], [-1.609, 2.618, -0.092], [-0.929, 2.680, -2.645], [0.503, 2.584, -1.477], [-0.518, 0.347, -3.510], [1.237, 0.820, -2.906], [-2.102, -0.857, -1.626], [-1.388, -1.290, 0.055], [-1.298, -2.380, -1.539], [1.050, -0.567, 2.633], [0.830, -0.634, 4.128], [1.231, -1.160, 3.432], [-3.073, -3.466, 2.195], [-2.605, -4.865, 2.268], [-2.280, -3.943, 2.381], [5.066, 2.523, 1.570], [5.646, 1.179, 1.991], [4.953, 1.572, 1.538]], "smiles": "CCCSC.O.O.O", "e_tot_ev": -21382.873, "charge": 0}

2.
{"formula": "C5H8N2", "method": "wB97M-V/def2-TZVPD", "elements": ["C", "N", "C", "C", "C", "C", "N", "H", "H", "H", "H", "H", "H", "H", "H"], "xyz": [[-1.775, 0.720, 1.413], [-0.814, 0.063, 0.527], [-0.346, -1.260, 0.707], [0.536, -1.603, -0.279], [0.547, -0.337, -1.081], [1.945, 0.259, -1.272], [-0.349, 0.673, -0.467], [-2.504, -0.026, 1.738], [-2.258, 1.523, 0.855], [-1.242, 1.117, 2.283], [-0.711, -1.782, 1.586], [0.099, -0.517, -2.072], [2.556, -0.476, -1.803], [2.410, 0.451, -0.300], [1.905, 1.194, -1.837]], "e_tot_ev": -8291.033, "charge": 0}